Record 1
Density functional theory data (ωB97M-V/def2-TZVPD) for the molecule C4H9NO3.

CARTESIAN COORDINATES (ANGSTROEM)
C: -1.222 -0.855 -0.342
C: -0.266 0.269 -0.902
O: -1.077 1.416 -0.774
C: 1.046 0.353 -0.106
N: 1.777 -0.942 -0.172
C: 0.738 0.578 1.419
O: 1.219 0.001 2.356
O: -0.154 1.563 1.443
H: -1.960 -0.884 -1.200
H: -0.683 -1.809 -0.293
H: -1.645 -0.531 0.624
H: -0.180 -0.178 -1.874
H: -2.029 1.190 -0.828
H: 1.705 1.117 -0.399
H: 1.317 -1.697 -0.384
H: 2.123 -1.222 0.791
H: -0.708 1.630 0.643

Output
Gap between HOMO and LUMO ... 9.87 eV
HOMO level ... -9.42 eV
Spin multiplicity ... 1



Record 2
Density functional theory data (ωB97M-V/def2-TZVPD) for C22H34N4OPtSSi as an isolated structure.

CARTESIAN COORDINATES (ANGSTROEM)
Pt: 1.573 0.162 -0.496
C: 0.196 -0.878 -3.843
C: -0.253 -2.302 -3.513
C: -1.153 -2.389 -2.302
C: -2.512 -2.614 -2.480
C: -3.385 -2.639 -1.402
C: -2.896 -2.439 -0.125
C: -1.542 -2.209 0.100
C: -1.053 -1.974 1.508
C: -1.451 -0.592 2.028
C: -0.677 -2.192 -0.995
N: 0.696 -1.887 -0.800
C: 1.605 -2.788 -0.980
C: 2.963 -2.400 -0.986
C: 4.173 -3.089 -1.104
C: 5.173 -2.119 -1.070
C: 4.530 -0.881 -0.934
N: 3.204 -1.052 -0.893
H: 0.845 -0.874 -4.720
H: 0.753 -0.434 -3.015
H: -0.665 -0.240 -4.054
H: 0.628 -2.934 -3.388
H: -0.797 -2.714 -4.366
H: -2.891 -2.761 -3.484
H: -4.441 -2.813 -1.562
H: -3.569 -2.467 0.725
H: 0.030 -2.073 1.551
H: -1.475 -2.747 2.156
H: -1.014 0.189 1.403
H: -1.099 -0.449 3.053
H: -2.536 -0.465 2.022
H: 1.324 -3.830 -1.129
H: 4.294 -4.157 -1.200
H: 6.237 -2.275 -1.141
H: 4.967 0.103 -0.873
S: 2.141 -0.193 1.895
C: 1.290 0.970 2.821
N: 0.647 1.983 2.271
C: -0.144 2.926 3.045
C: 0.462 3.094 4.427
C: 0.611 1.729 5.077
N: 1.301 0.833 4.159
H: 0.585 1.997 1.232
H: -1.179 2.574 3.120
H: -0.159 3.871 2.504
H: -0.170 3.733 5.043
H: 1.442 3.568 4.340
H: -0.373 1.324 5.333
H: 1.194 1.794 5.995
H: 1.792 0.031 4.514
C: -2.204 0.950 -1.572
Si: -0.978 2.293 -1.134
C: -1.850 3.589 -0.091
C: -0.346 3.093 -2.704
O: 0.265 1.711 -0.249
H: -3.066 1.366 -2.100
H: -2.570 0.434 -0.681
H: -1.747 0.198 -2.219
H: -2.695 4.027 -0.628
H: -1.172 4.404 0.175
H: -2.237 3.151 0.833
H: -1.159 3.518 -3.298
H: 0.175 2.360 -3.325
H: 0.360 3.893 -2.473

Output
Gap between HOMO and LUMO (spin up / spin down) ... 7.50 / 6.95 eV
HOMO level (spin up / spin down) ... -7.08 / -7.57 eV
Spin multiplicity ... 3



Record 3
Density functional theory data (ωB97M-V/def2-TZVPD) for a 2-piece molecular cluster, C3H9O2S overall.

CARTESIAN COORDINATES (ANGSTROEM)
C: -0.131 2.272 0.817
C: 0.822 -0.903 -2.997
C: -0.692 -1.606 1.594
O: 0.691 -0.226 -0.139
O: -0.500 1.110 1.611
S: 0.545 -0.160 1.288
H: -1.108 2.711 0.627
H: 0.104 2.041 -0.168
H: 0.590 2.768 1.300
H: 0.092 -1.042 -2.179
H: 1.590 -1.666 -3.356
H: 0.491 -0.067 -3.517
H: -0.927 -1.661 2.693
H: -0.020 -2.431 1.371
H: -1.545 -1.140 1.057

Output
Gap between HOMO and LUMO (spin up / spin down) ... 7.41 / 7.09 eV
HOMO level (spin up / spin down) ... -11.73 / -16.13 eV
Spin multiplicity ... 3
Charge ... +1



Record 4
Density functional theory data (ωB97M-V/def2-TZVPD) for the molecule C13H18N2O5.

CARTESIAN COORDINATES (ANGSTROEM)
C: 4.375 -0.239 1.187
C: 2.886 0.335 0.917
O: 2.802 1.711 1.374
C: 2.233 0.312 -0.426
N: 1.155 1.304 -0.709
C: 0.024 1.568 0.082
O: -0.577 2.596 -0.157
C: -0.307 0.674 1.242
N: 0.158 1.244 2.526
C: -1.859 0.404 1.383
C: -2.468 -0.276 0.126
C: -2.972 -1.571 0.268
C: -3.336 -2.236 -0.908
C: -3.356 -1.585 -2.107
O: -3.652 -2.353 -3.201
C: -3.108 -0.202 -2.157
C: -2.690 0.437 -0.993
C: 1.802 -1.106 -0.771
O: 2.172 -2.046 -0.067
O: 1.103 -1.262 -1.892
H: 5.211 0.107 0.601
H: 4.563 0.155 2.180
H: 4.443 -1.293 1.212
H: 2.244 -0.206 1.560
H: 3.578 2.145 1.027
H: 2.963 0.487 -1.286
H: 1.473 2.148 -1.109
H: 0.250 -0.227 1.051
H: -0.242 2.208 2.525
H: 1.153 1.276 2.568
H: -2.004 -0.182 2.290
H: -2.357 1.415 1.520
H: -3.023 -2.148 1.187
H: -3.632 -3.279 -0.926
H: -3.837 -1.751 -3.935
H: -3.350 0.401 -3.052
H: -2.476 1.483 -0.902
H: 0.658 -0.451 -2.226

Output
Gap between HOMO and LUMO ... 8.78 eV
HOMO level ... -8.49 eV
Spin multiplicity ... 1



Record 5
Density functional theory data (ωB97M-V/def2-TZVPD) for C21H36Cl3MgN2O4Si as an isolated structure.

CARTESIAN COORDINATES (ANGSTROEM)
C: -2.071 -2.276 -3.599
C: -1.652 -3.058 -2.387
H: -2.384 -2.896 -4.449
H: -1.231 -1.639 -3.911
H: -2.936 -1.647 -3.342
C: -1.546 -4.399 -2.359
C: -1.316 -5.220 -3.599
H: -1.634 -4.950 -1.421
H: -0.692 -4.690 -4.341
H: -2.260 -5.476 -4.091
H: -0.815 -6.154 -3.312
Mg: 1.244 2.395 1.238
Cl: -1.140 1.991 1.506
Cl: 1.568 4.711 0.867
H: 1.348 5.981 5.084
H: -1.124 5.899 4.781
C: 1.524 5.186 4.346
C: -0.921 5.241 3.924
N: 0.284 4.453 4.156
H: 2.288 4.480 4.672
C: 0.341 3.172 3.774
O: 1.370 2.602 3.314
H: -1.741 4.526 3.770
H: -0.635 2.653 3.860
H: 1.796 5.645 3.372
H: -0.788 5.868 3.029
H: 2.931 -0.562 -1.919
H: 2.132 -3.049 -0.366
C: 3.641 -0.578 -1.091
C: 3.029 -2.633 0.107
N: 3.023 -1.172 0.084
H: 4.045 0.417 -0.906
C: 2.529 -0.459 1.107
O: 2.545 0.794 1.199
H: 3.131 -3.015 1.128
H: 2.092 -1.069 1.921
H: 4.451 -1.253 -1.354
H: 3.887 -2.963 -0.472
O: -0.077 -1.529 -1.575
C: -1.164 -2.152 -1.197
C: -0.115 -2.815 1.049
C: -1.201 -2.886 0.177
H: 0.782 -2.269 0.759
C: -0.129 -3.461 2.275
H: -1.935 -1.355 -1.196
C: -2.394 -3.478 0.609
H: 0.777 -3.510 2.895
C: -1.299 -4.130 2.673
C: -2.437 -4.114 1.867
H: -3.251 -3.459 -0.084
H: -1.339 -4.607 3.661
H: -3.370 -4.627 2.152
Si: -0.320 2.455 -2.300
Cl: 1.097 1.468 -0.951
C: 0.893 3.616 -3.151
C: -1.471 3.613 -1.402
C: -1.226 1.232 -3.337
H: 1.498 4.154 -2.402
H: 0.339 4.360 -3.739
H: 1.570 3.068 -3.821
H: -0.546 0.625 -3.941
H: -1.859 1.829 -4.003
H: -1.857 0.557 -2.743
H: -1.921 3.178 -0.507
H: -2.269 3.910 -2.085
H: -0.922 4.522 -1.109
O: -0.002 -1.015 3.840
C: -0.163 -0.033 3.264

Output
Gap between HOMO and LUMO ... 6.10 eV
HOMO level ... -3.49 eV
Spin multiplicity ... 1
Charge ... -1



Record 6
Density functional theory data (ωB97M-V/def2-TZVPD) for an isolated ion of composition C8H8BrO and charge +1.

CARTESIAN COORDINATES (ANGSTROEM)
C: 0.934 0.909 0.720
C: 0.331 0.605 -0.542
C: 0.307 -0.027 1.636
C: -0.601 -0.775 0.987
C: 2.526 1.220 1.199
C: -1.969 -0.285 -1.270
C: -1.129 -1.357 -1.668
C: -0.680 -0.406 -0.392
O: 2.833 1.723 2.215
Br: 3.784 0.423 0.050
H: 0.634 1.931 0.858
H: 0.500 1.134 -1.509
H: 0.477 0.008 2.746
H: -1.259 -1.456 1.577
H: -1.774 0.639 -1.918
H: -2.875 -0.424 -0.936
H: -1.342 -2.297 -1.113
H: -0.696 -1.566 -2.639

Output
Gap between HOMO and LUMO ... 7.79 eV
HOMO level ... -13.98 eV
Spin multiplicity ... 1
Charge ... +1



Record 7
Density functional theory data (ωB97M-V/def2-TZVPD) for C27H48BrMnN8O6P2S as an isolated structure.

CARTESIAN COORDINATES (ANGSTROEM)
Mn: -0.415 -0.329 -0.731
C: 0.777 -0.665 2.990
N: 1.713 -1.606 2.358
C: 1.746 -2.952 2.936
P: 2.186 -1.300 0.836
O: 1.329 -0.255 0.156
O: 2.104 -2.711 0.030
P: 0.714 -3.276 -0.617
O: -0.325 -2.221 -0.347
N: 0.417 -4.652 0.172
C: -0.908 -5.252 -0.072
C: 1.435 -5.579 0.668
N: 0.933 -3.522 -2.204
C: 1.858 -4.578 -2.632
C: 0.788 -2.433 -3.175
N: 3.731 -0.828 0.791
C: 4.282 -0.332 -0.476
C: 4.726 -1.417 1.692
H: 0.685 -0.943 4.039
H: -0.209 -0.705 2.523
H: 1.157 0.354 2.942
H: 1.956 -2.873 4.002
H: 2.541 -3.540 2.485
H: 0.796 -3.471 2.794
H: -1.616 -4.488 -0.390
H: -1.267 -5.694 0.857
H: -0.850 -6.029 -0.836
H: 2.408 -5.096 0.712
H: 1.508 -6.456 0.022
H: 1.160 -5.916 1.668
H: 1.834 -5.412 -1.936
H: 2.883 -4.208 -2.710
H: 1.542 -4.945 -3.607
H: -0.067 -1.811 -2.922
H: 0.583 -2.876 -4.149
H: 1.702 -1.834 -3.257
H: 3.501 0.150 -1.059
H: 4.730 -1.138 -1.061
H: 5.054 0.405 -0.254
H: 4.271 -1.653 2.651
H: 5.516 -0.686 1.860
H: 5.172 -2.319 1.265
Br: -6.854 3.602 -3.502
C: -5.663 2.224 -3.013
C: -4.297 2.461 -3.051
C: -3.424 1.451 -2.686
C: -3.917 0.211 -2.288
C: -5.290 -0.013 -2.257
C: -6.168 0.993 -2.619
C: -3.009 -0.883 -1.862
O: -3.385 -1.966 -1.491
O: -1.693 -0.585 -1.955
H: -3.929 3.428 -3.366
H: -2.355 1.617 -2.695
H: -5.658 -0.982 -1.950
H: -7.236 0.828 -2.600
N: -2.827 -1.185 2.668
C: -2.367 0.048 2.428
S: -2.232 0.561 0.799
N: -2.062 0.801 3.483
C: -1.593 2.156 3.507
C: -2.232 3.148 2.776
C: -1.778 4.454 2.872
C: -0.711 4.770 3.703
C: -0.096 3.775 4.449
C: -0.536 2.462 4.350
H: -3.157 -1.720 1.879
H: -3.089 -1.493 3.592
H: -2.116 0.356 4.390
H: -3.087 2.907 2.162
H: -2.286 5.234 2.321
H: -0.378 5.795 3.792
H: 0.718 4.018 5.118
H: -0.065 1.682 4.937
C: 0.944 2.649 0.920
N: 1.257 3.033 -0.450
C: 2.438 3.879 -0.591
C: 0.620 2.506 -1.500
O: -0.084 1.443 -1.433
N: 0.719 3.116 -2.699
C: 0.700 4.569 -2.849
C: 0.366 2.378 -3.908
H: 0.879 3.551 1.529
H: 1.731 2.007 1.318
H: -0.013 2.139 0.960
H: 3.189 3.525 0.115
H: 2.223 4.923 -0.361
H: 2.843 3.806 -1.597
H: 0.579 5.053 -1.884
H: -0.153 4.839 -3.472
H: 1.607 4.936 -3.329
H: 0.505 1.313 -3.755
H: 1.017 2.710 -4.716
H: -0.671 2.560 -4.199

Output
Gap between HOMO and LUMO (spin up / spin down) ... 6.23 / 7.36 eV
HOMO level (spin up / spin down) ... -12.71 / -12.72 eV
Spin multiplicity ... 5
Charge ... +2



DFT total energy? In order: -11925.264 -53335.870 -18173.491 -26990.365 -84427.518 -80504.466 -183754.704 eV.
Energy above the lowest of the compared OMol25 structures with the same formula, charge and spin? In order: 52.5 1.7 26.4 42.9 51.7 17.1 23.4 kcal per mole.